Entry 1:
Here is a cluster of 8 separate species, C32H52ClN7O5 in total from the Open Molecules 2025 dataset. Energies are from wB97M-V/def2-TZVPD.

The calculation puts the gap between HOMO and LUMO at 6.4 eV. The maximum force comes out at 4.28 eV/Å. As for the HOMO energy: -0.26784 Eh.

The geometry in XYZ format:
```
97
Properties=species:S:1:pos:R:3:forces:R:3
C 4.5783 -1.8213 -0.9038 -0.956 -0.280 -1.371
C 5.5200 -2.8083 -0.2963 -0.506 -0.300 1.305
N 5.0341 -3.2718 1.1306 -0.073 0.828 -0.403
C 3.6965 -3.9977 1.0248 0.552 0.675 1.008
C 6.0675 -4.1857 1.7745 -0.539 -0.982 0.291
C 6.4612 -5.4247 0.8974 1.025 1.410 0.366
C 4.8301 -1.9412 1.9810 0.787 -1.178 -0.468
C 4.4955 -2.0091 3.4627 -0.036 0.227 0.214
O 5.3559 -2.6824 4.3590 -0.494 0.375 0.155
C 5.0679 -2.2627 5.7412 0.935 -0.974 -1.009
H 4.5338 -0.8260 -0.4618 0.204 -0.196 -0.130
H 3.5714 -2.2102 -1.0555 -0.246 -0.036 0.698
H 4.8194 -1.7661 -1.9654 0.625 0.551 0.007
H 6.4920 -2.3239 -0.2040 0.154 -0.409 0.384
H 5.6005 -3.7321 -0.8692 0.022 0.199 -0.027
H 3.6894 -4.8539 0.3503 0.248 0.445 -0.224
H 2.9544 -3.2306 0.8039 -0.070 -0.442 -0.228
H 3.5264 -4.3788 2.0318 -0.235 0.020 -0.053
H 5.6441 -4.5241 2.7202 -0.333 0.079 -0.111
H 6.9135 -3.5864 2.1110 0.133 0.062 -0.570
H 7.2694 -5.0700 0.2579 -0.359 -0.139 -0.710
H 5.6596 -5.9138 0.3439 0.068 0.217 0.107
H 7.0102 -6.1689 1.4743 -0.514 0.006 0.488
H 4.0216 -1.3494 1.5517 -0.131 -0.476 -0.225
H 5.7299 -1.3685 1.7563 0.228 -0.173 0.374
H 3.4589 -2.3070 3.6204 -0.177 -0.335 -0.104
H 4.4990 -0.9410 3.6797 -0.039 0.359 0.275
H 5.3938 -1.2292 5.8585 -0.303 0.030 0.147
H 5.6901 -2.9259 6.3422 0.027 0.228 0.045
H 4.0340 -2.4563 6.0273 -0.128 0.307 -0.256
Cl -2.0673 1.9803 0.4702 -4.156 -0.152 1.011
O -2.1355 0.8399 -0.4170 1.290 -0.076 -0.167
O -3.2997 2.7300 0.2498 0.040 -0.222 0.346
O -2.0556 1.4894 1.8547 0.696 0.330 -0.845
O -1.0239 2.9009 0.2228 2.237 0.020 -0.317
C -5.9292 7.2487 -6.9993 -0.440 -1.491 0.658
C -4.7498 6.4677 -7.5696 1.122 0.516 0.107
C -3.6177 6.3527 -6.4660 0.725 0.221 -0.486
C -2.2193 5.9475 -6.8810 0.628 -0.332 -0.605
N -1.1243 5.6730 -7.1778 -2.178 0.523 0.561
H -5.6998 8.2065 -6.5324 0.132 -0.104 -0.171
H -6.2760 6.5346 -6.2524 -0.346 0.508 0.736
H -6.8078 7.3204 -7.6405 0.382 0.275 -0.458
H -4.3800 6.9740 -8.4613 0.417 -0.060 0.057
H -5.0611 5.4737 -7.8909 -0.024 0.003 0.114
H -3.8836 5.7359 -5.6076 -0.283 -0.380 -0.284
H -3.4621 7.3209 -5.9900 -0.114 0.308 -0.218
N -5.2838 -4.5906 3.3701 0.049 -0.642 1.183
C -6.2466 -5.1554 4.1377 -0.300 -1.450 1.420
C -5.6746 -6.2334 4.8869 -1.225 1.472 -1.108
C -4.3243 -6.3028 4.5219 0.353 1.546 -0.560
C -4.1118 -5.2233 3.6664 0.984 -0.412 -1.162
H -5.4267 -3.7859 2.7766 0.272 -0.214 0.178
H -7.2306 -4.7111 4.1647 -0.016 -0.286 0.022
H -6.1520 -6.8769 5.6111 -0.248 0.180 -0.179
H -3.5664 -6.9823 4.8830 -0.088 0.086 -0.057
H -3.2529 -4.8998 3.0971 0.231 -0.256 0.257
N -9.7127 1.7571 2.0331 0.086 -0.405 -0.263
C -10.8767 2.1073 2.6613 0.321 -0.913 0.434
C -11.7389 0.9989 2.5802 -0.214 2.682 0.315
C -11.1079 0.0672 1.7716 0.346 -1.558 -0.318
C -9.8486 0.5054 1.4980 0.457 0.375 -0.549
H -8.8394 2.2644 2.0445 -0.343 0.062 -0.033
H -10.8642 3.0565 3.1763 -0.535 -0.166 0.088
H -12.7479 1.0235 2.9645 0.078 -0.258 -0.044
H -11.4623 -0.8920 1.4241 -0.223 0.090 0.142
H -9.0966 0.0637 0.8609 0.058 0.087 0.220
N 5.7063 5.1024 -3.4937 0.481 -0.119 -1.102
C 6.0904 5.0028 -2.1791 -0.460 -1.349 -0.661
C 7.4254 4.7188 -2.2203 1.224 1.214 1.917
C 7.9667 4.8888 -3.5091 -2.240 -0.880 -0.921
C 6.8111 5.0007 -4.3021 1.196 0.434 0.176
H 4.8126 4.9282 -3.9309 -0.166 0.411 0.670
H 5.3676 4.9356 -1.3795 0.138 0.147 -0.088
H 8.0255 4.5970 -1.3307 0.001 -0.009 0.082
H 9.0019 4.7775 -3.7961 -0.231 0.085 -0.140
H 6.6927 5.0531 -5.3743 0.037 0.058 0.075
N 3.5171 5.5992 4.8346 1.320 1.007 0.793
C 4.7807 5.5828 5.4701 -1.152 1.052 -1.012
C 5.2991 6.8491 5.2846 1.137 -0.474 0.462
C 4.4361 7.6416 4.5379 -2.438 -0.311 -0.005
C 3.2680 6.8920 4.3425 1.248 -1.299 -0.184
H 2.9058 4.7955 4.8088 -0.058 0.444 -0.098
H 5.1953 4.7299 5.9869 -0.271 0.022 -0.144
H 6.2329 7.2670 5.6307 0.146 -0.509 0.182
H 4.5755 8.6876 4.3079 -0.065 -0.149 -0.123
H 2.3581 7.0540 3.7837 0.113 0.211 0.116
N -3.8101 -5.9016 -5.8680 0.043 -1.086 0.030
C -4.1396 -7.1687 -6.2996 0.114 1.237 -0.948
C -4.3239 -7.9399 -5.1976 -0.971 -1.709 -0.557
C -4.1693 -7.1920 -4.0385 1.149 2.520 -0.329
C -3.7651 -5.9181 -4.5127 -0.788 0.058 0.936
H -3.6477 -5.0952 -6.4540 0.017 -0.286 0.227
H -4.2919 -7.2992 -7.3608 0.087 -0.470 0.175
H -4.6647 -8.9639 -5.2364 0.101 -0.020 -0.015
H -4.3440 -7.4947 -3.0166 0.224 0.083 -0.133
H -3.5733 -4.9501 -4.0738 0.027 -0.319 0.623
```
Positions in Å, forces in eV/Å.

Mulliken charges in e: atom 1 (C): -1.36, atom 2 (C): -0.26, atom 3 (N): 0.15, atom 4 (C): -1.06, atom 5 (C): -0.47, atom 6 (C): -1.20, atom 7 (C): -0.74, atom 8 (C): -0.86, atom 9 (O): -0.32, atom 10 (C): -0.75, atom 11 (H): 0.35, atom 12 (H): 0.39, atom 13 (H): 0.42, atom 14 (H): 0.36, atom 15 (H): 0.43, atom 16 (H): 0.35, atom 17 (H): 0.49, atom 18 (H): 0.43, atom 19 (H): 0.40, atom 20 (H): 0.46, atom 21 (H): 0.38, atom 22 (H): 0.27, atom 23 (H): 0.38, atom 24 (H): 0.41, atom 25 (H): 0.55, atom 26 (H): 0.43, atom 27 (H): 0.47, atom 28 (H): 0.32, atom 29 (H): 0.25, atom 30 (H): 0.32, atom 31 (Cl): 1.56, atom 32 (O): -0.63, atom 33 (O): -0.67, atom 34 (O): -0.65, atom 35 (O): -0.61, atom 36 (C): -1.14, atom 37 (C): -0.28, atom 38 (C): -0.50, atom 39 (C): 0.13, atom 40 (N): -0.42, atom 41 (H): 0.34, atom 42 (H): 0.29, atom 43 (H): 0.34, atom 44 (H): 0.33, atom 45 (H): 0.28, atom 46 (H): 0.36, atom 47 (H): 0.27, atom 48 (N): 0.01, atom 49 (C): -0.54, atom 50 (C): -0.35, atom 51 (C): -0.37, atom 52 (C): -0.42, atom 53 (H): 0.22, atom 54 (H): 0.36, atom 55 (H): 0.37, atom 56 (H): 0.37, atom 57 (H): 0.36, atom 58 (N): -0.02, atom 59 (C): -0.37, atom 60 (C): -0.51, atom 61 (C): -0.32, atom 62 (C): -0.47, atom 63 (H): 0.22, atom 64 (H): 0.36, atom 65 (H): 0.37, atom 66 (H): 0.37, atom 67 (H): 0.37, atom 68 (N): -0.06, atom 69 (C): -0.50, atom 70 (C): -0.32, atom 71 (C): -0.45, atom 72 (C): -0.41, atom 73 (H): 0.26, atom 74 (H): 0.38, atom 75 (H): 0.37, atom 76 (H): 0.37, atom 77 (H): 0.36, atom 78 (N): -0.03, atom 79 (C): -0.62, atom 80 (C): -0.20, atom 81 (C): -0.41, atom 82 (C): -0.40, atom 83 (H): 0.20, atom 84 (H): 0.35, atom 85 (H): 0.36, atom 86 (H): 0.37, atom 87 (H): 0.37, atom 88 (N): 0.00, atom 89 (C): -0.48, atom 90 (C): -0.34, atom 91 (C): -0.49, atom 92 (C): -0.38, atom 93 (H): 0.20, atom 94 (H): 0.36, atom 95 (H): 0.37, atom 96 (H): 0.37, atom 97 (H): 0.37

=====

Entry 2:
Here is a cluster of 7 separate species, C32H52F2NO20S in total from the Open Molecules 2025 dataset. Energies are from wB97M-V/def2-TZVPD.

The calculation puts the gap between HOMO and LUMO at 8.6 eV. Its energy above the lowest of the compared OMol25 structures with the same formula, charge and spin is 0.0 kcal/mol. As for the charge: +1. The maximum force comes out at 0.59 eV/Å. As for the HOMO energy: -0.43316 Eh.

The geometry in XYZ format:
```
108
Properties=species:S:1:pos:R:3:forces:R:3
O 3.7146 -0.9851 2.1391 0.060 -0.064 -0.139
S 4.5707 -0.4648 3.1449 -0.296 0.116 0.011
O 4.2246 -0.5606 4.5144 0.202 0.016 0.169
F 5.9629 -1.1491 2.9692 0.069 -0.050 -0.119
C 5.0420 1.2285 2.7306 -0.077 0.072 0.140
C 4.3740 2.1699 3.7530 -0.184 0.079 -0.090
C 4.0943 3.5932 3.2623 0.500 0.113 0.290
N 3.7967 3.7447 1.7991 -0.025 -0.077 -0.200
C 2.3559 3.4958 1.3712 -0.444 0.081 0.093
C 1.5111 2.6543 2.3116 0.100 -0.082 0.043
C 0.1525 2.4055 1.6646 0.094 0.331 0.262
F -0.7363 2.0955 2.6797 0.002 -0.140 0.019
C 4.7701 2.9833 0.9463 -0.244 -0.053 -0.313
C 4.7347 1.5031 1.2540 0.515 0.021 0.101
H 6.1211 1.2607 2.8799 0.023 0.001 -0.015
H 5.0475 2.2662 4.6018 -0.058 -0.016 0.092
H 3.4637 1.7415 4.1606 -0.074 -0.099 -0.131
H 4.9644 4.2232 3.4505 0.062 -0.016 -0.157
H 3.2793 4.0304 3.8300 -0.120 0.027 -0.092
H 3.9767 4.7254 1.5912 -0.111 0.029 0.031
H 1.8870 4.4742 1.2633 0.031 0.030 0.047
H 2.3609 3.0525 0.3773 0.250 -0.031 -0.023
H 1.9818 1.7043 2.5661 -0.006 -0.036 -0.071
H 1.3138 3.1933 3.2389 0.019 0.010 0.030
H -0.1960 3.3186 1.1860 -0.127 -0.069 -0.135
H 0.1771 1.5776 0.9570 -0.034 0.021 -0.068
H 4.4492 3.1542 -0.0799 0.088 0.010 -0.042
H 5.7610 3.4263 1.0456 -0.005 -0.015 0.327
H 5.5352 1.0504 0.6675 -0.142 -0.104 -0.140
H 3.8070 1.0408 0.9252 -0.125 0.079 0.123
C 1.0898 5.1570 -4.5110 -0.047 0.526 -0.005
C 1.3314 4.7091 -3.1001 -0.052 -0.166 -0.149
C 0.6450 3.4214 -2.6919 -0.162 0.003 0.014
O 0.4477 3.6243 -1.2692 0.143 -0.017 -0.190
C 0.3895 4.9615 -1.0550 0.092 -0.058 0.021
O 0.0919 5.4412 -0.0015 0.079 0.014 0.072
O 0.7546 5.6395 -2.1455 0.052 0.023 0.018
H 1.5343 6.1382 -4.6799 0.054 -0.021 0.058
H 1.5170 4.4489 -5.2145 -0.012 0.003 0.046
H 0.0211 5.2373 -4.7041 0.000 -0.105 -0.040
H 2.4046 4.6603 -2.8851 -0.007 0.019 0.036
H 1.2291 2.5238 -2.8682 0.015 -0.003 0.109
H -0.3318 3.3119 -3.1594 0.031 -0.003 -0.048
C 7.1976 -3.6659 4.4185 0.128 -0.010 0.186
C 8.0203 -4.2373 3.2947 -0.112 0.001 0.052
C 7.7853 -5.7014 2.9780 -0.021 -0.001 -0.012
O 9.0547 -6.1017 2.4558 -0.013 -0.032 0.039
C 10.0032 -5.2953 2.9952 -0.013 0.019 0.005
O 11.1711 -5.4710 2.9176 0.026 0.000 -0.013
O 9.4146 -4.2509 3.6361 0.020 0.038 -0.059
H 7.5013 -2.6419 4.6314 -0.028 0.014 -0.038
H 6.1403 -3.6702 4.1527 -0.006 -0.014 -0.007
H 7.3338 -4.2457 5.3316 -0.013 -0.060 -0.035
H 7.9114 -3.6302 2.3895 -0.010 -0.025 -0.019
H 7.0076 -5.8781 2.2399 0.078 -0.015 -0.078
H 7.5770 -6.2832 3.8793 -0.035 0.034 0.021
C -2.8180 -0.0859 2.5239 -0.182 -0.123 -0.239
C -3.5651 -1.2768 3.0623 0.158 0.186 -0.068
C -2.7224 -2.4828 3.4200 -0.007 -0.003 0.060
O -3.6392 -3.5660 3.2124 0.088 0.004 -0.003
C -4.5377 -3.1731 2.2872 -0.062 -0.021 -0.114
O -5.3172 -3.8899 1.7459 0.042 0.073 0.086
O -4.4268 -1.8446 2.0486 -0.027 0.005 0.162
H -3.5184 0.6893 2.2144 0.015 0.046 0.086
H -2.1606 0.3269 3.2844 -0.012 -0.011 0.048
H -2.2257 -0.3724 1.6527 0.047 -0.024 0.044
H -4.1950 -0.9783 3.9051 -0.031 -0.062 0.008
H -2.3667 -2.4868 4.4463 -0.097 -0.088 0.034
H -1.8792 -2.6084 2.7362 0.013 0.052 -0.004
C 0.9911 2.0749 -9.9891 -0.143 0.168 0.046
C 1.3166 1.6662 -8.5789 -0.035 -0.072 -0.125
C 0.6435 0.4017 -8.0828 0.018 -0.022 -0.029
O 0.5460 0.6480 -6.6682 -0.034 -0.041 -0.034
C 0.5015 1.9797 -6.4896 -0.118 0.039 -0.031
O 0.2221 2.5174 -5.4590 0.045 -0.242 -0.002
O 0.8072 2.6306 -7.6247 0.112 -0.006 0.029
H 1.4474 3.0347 -10.2258 0.055 -0.031 -0.008
H 1.3683 1.3296 -10.6889 0.009 -0.009 0.001
H -0.0865 2.1741 -10.1216 -0.003 -0.056 -0.001
H 2.3981 1.6072 -8.4306 0.001 0.007 0.028
H 1.2116 -0.5057 -8.2634 0.042 0.002 0.120
H -0.3666 0.2913 -8.4818 0.008 0.014 -0.043
C -9.2422 -0.0252 1.3267 -0.139 0.169 0.059
C -7.9379 0.7032 1.5074 -0.093 -0.072 0.038
C -7.1277 0.3080 2.7229 0.022 -0.171 -0.003
O -6.4018 1.5088 3.0098 0.011 -0.043 0.023
C -7.1366 2.5547 2.5445 -0.016 0.013 -0.034
O -6.9087 3.6937 2.7836 0.024 0.016 -0.001
O -8.1518 2.1049 1.7732 0.067 0.011 -0.051
H -9.7944 0.3813 0.4807 0.035 -0.031 -0.035
H -9.0557 -1.0838 1.1450 0.015 -0.005 0.000
H -9.8660 0.0795 2.2148 0.031 -0.034 0.023
H -7.3281 0.6317 0.6020 0.030 0.013 0.012
H -6.4416 -0.5129 2.5339 0.104 0.071 -0.016
H -7.7626 0.0690 3.5798 -0.061 0.001 -0.036
C -6.7381 -5.8071 -0.4780 -0.142 -0.108 -0.048
C -6.0915 -5.8244 -1.8347 -0.059 0.039 0.077
C -6.4184 -4.6452 -2.7277 0.041 0.036 0.001
O -6.2846 -5.2054 -4.0373 -0.048 0.035 0.008
C -6.5298 -6.5388 -3.9437 0.004 -0.025 0.009
O -6.6815 -7.2616 -4.8717 0.009 -0.004 -0.018
O -6.5740 -6.9152 -2.6457 0.064 -0.002 -0.003
H -6.5175 -6.7237 0.0673 0.068 0.026 0.010
H -6.3568 -4.9620 0.0957 -0.066 -0.095 -0.011
H -7.8226 -5.7286 -0.5703 0.012 0.052 -0.033
H -5.0078 -5.9443 -1.7423 0.008 0.006 -0.024
H -5.7405 -3.8032 -2.6140 0.049 -0.028 -0.079
H -7.4499 -4.3096 -2.5932 -0.001 -0.001 0.052
```
Positions in Å, forces in eV/Å.

Here are the Mulliken charges for atoms 1 to 99, given in e: atom 1 (O): -0.60, atom 2 (S): 1.30, atom 3 (O): -0.62, atom 4 (F): -0.13, atom 5 (C): 0.00, atom 6 (C): -1.07, atom 7 (C): -1.05, atom 8 (N): 0.11, atom 9 (C): -0.93, atom 10 (C): -0.03, atom 11 (C): -0.37, atom 12 (F): -0.34, atom 13 (C): -1.00, atom 14 (C): -0.87, atom 15 (H): 0.66, atom 16 (H): 0.50, atom 17 (H): 0.49, atom 18 (H): 0.52, atom 19 (H): 0.42, atom 20 (H): 0.43, atom 21 (H): 0.57, atom 22 (H): 0.21, atom 23 (H): 0.04, atom 24 (H): 0.31, atom 25 (H): 0.19, atom 26 (H): 0.37, atom 27 (H): 0.49, atom 28 (H): 0.49, atom 29 (H): 0.56, atom 30 (H): 0.37, atom 31 (C): -1.47, atom 32 (C): 0.69, atom 33 (C): -0.43, atom 34 (O): -0.27, atom 35 (C): 0.59, atom 36 (O): -0.56, atom 37 (O): -0.38, atom 38 (H): 0.41, atom 39 (H): 0.29, atom 40 (H): 0.35, atom 41 (H): 0.15, atom 42 (H): 0.34, atom 43 (H): 0.32, atom 44 (C): -1.38, atom 45 (C): 0.54, atom 46 (C): -0.47, atom 47 (O): -0.33, atom 48 (C): 0.63, atom 49 (O): -0.51, atom 50 (O): -0.36, atom 51 (H): 0.30, atom 52 (H): 0.33, atom 53 (H): 0.41, atom 54 (H): 0.21, atom 55 (H): 0.31, atom 56 (H): 0.30, atom 57 (C): -1.57, atom 58 (C): 0.67, atom 59 (C): -0.52, atom 60 (O): -0.34, atom 61 (C): 0.61, atom 62 (O): -0.56, atom 63 (O): -0.40, atom 64 (H): 0.36, atom 65 (H): 0.43, atom 66 (H): 0.33, atom 67 (H): 0.29, atom 68 (H): 0.34, atom 69 (H): 0.30, atom 70 (C): -1.43, atom 71 (C): 0.50, atom 72 (C): -0.48, atom 73 (O): -0.32, atom 74 (C): 0.57, atom 75 (O): -0.49, atom 76 (O): -0.33, atom 77 (H): 0.36, atom 78 (H): 0.39, atom 79 (H): 0.35, atom 80 (H): 0.25, atom 81 (H): 0.30, atom 82 (H): 0.31, atom 83 (C): -1.44, atom 84 (C): 0.46, atom 85 (C): -0.09, atom 86 (O): -0.33, atom 87 (C): 0.64, atom 88 (O): -0.53, atom 89 (O): -0.36, atom 90 (H): 0.36, atom 91 (H): 0.38, atom 92 (H): 0.36, atom 93 (H): 0.26, atom 94 (H): -0.03, atom 95 (H): 0.31, atom 96 (C): -1.23, atom 97 (C): 0.51, atom 98 (C): -0.45, atom 99 (O): -0.34